Entry P
A cluster of 2 separate species, C7H17N3 in total, computed with wB97M-V/def2-TZVPD.

Structure (ORCA input):
```
! wB97M-V def2-TZVPD RIJCOSX def2/J DEFGRID3
* xyz 0 1
H -0.17 2.59 0.69
N -0.25 1.58 0.63
C -1.43 1.18 0.37
C -2.62 2.09 0.18
C -1.71 -0.30 0.22
C -0.85 -1.14 1.15
C -1.49 -0.71 -1.24
H -3.17 1.81 -0.71
H -3.30 1.97 1.03
H -2.32 3.13 0.12
H -2.77 -0.46 0.47
H -1.12 -2.20 1.06
H -0.97 -0.84 2.19
H 0.20 -1.04 0.89
H -0.44 -0.63 -1.50
H -2.07 -0.08 -1.92
H -1.80 -1.74 -1.38
H 2.05 -0.35 -2.18
N 2.35 -1.33 -1.66
C 2.49 -0.76 -0.54
C 3.16 -1.32 0.67
N 2.30 0.66 -0.64
H 3.28 -2.39 0.54
H 4.14 -0.86 0.81
H 2.56 -1.12 1.56
H 1.41 1.02 -0.98
H 2.55 1.22 0.16
*
```

As for the gap between HOMO and LUMO: 0.3549 hartree.

Löwdin atomic charge list, values in e, 6 entries:
1 H 0.06
2 N 0.14
3 C -0.41
4 C -0.03
5 C -0.39
6 C -0.07


Entry Q
An isolated molecule of C7H17N3, computed with wB97M-V/def2-TZVPD.

Structure (ORCA input):
```
! wB97M-V def2-TZVPD RIJCOSX def2/J DEFGRID3
* xyz 0 1
H -0.10 2.34 0.41
N 0.45 2.02 -0.38
C 0.16 0.88 -0.82
C 0.89 0.35 -2.02
N -1.34 0.28 -0.83
C -2.34 1.30 -1.07
C -1.59 -0.45 0.37
C -0.45 -1.39 0.71
N 0.87 -0.57 0.69
C 1.04 0.13 1.95
C 2.03 -1.41 0.43
H 0.47 0.81 -2.91
H 1.94 0.62 -1.97
H 0.75 -0.72 -2.08
H -2.35 2.08 -0.29
H -2.13 1.79 -2.03
H -3.34 0.86 -1.11
H -2.44 -1.16 0.20
H -1.80 0.20 1.24
H -0.62 -1.90 1.67
H -0.35 -2.13 -0.10
H 0.18 0.76 2.14
H 1.15 -0.56 2.79
H 1.93 0.75 1.90
H 2.90 -0.78 0.27
H 2.24 -2.09 1.27
H 1.86 -2.01 -0.46
*
```

As for the gap between HOMO and LUMO: 0.3356 hartree.

Löwdin atomic charge list, values in e, 6 entries:
1 H 0.04
2 N 0.12
3 C -0.44
4 C -0.05
5 N -0.15
6 C -0.12


Verdict on stability: entry P comes out on top.


Entry P
A cluster of 2 separate species, C4H9N3O2 in total, computed with wB97M-V/def2-TZVPD.

Structure (ORCA input):
```
! wB97M-V def2-TZVPD RIJCOSX def2/J DEFGRID3
* xyz 0 1
H 2.10 1.87 -0.12
N 1.62 1.51 -0.94
C 1.30 0.30 -0.88
C 1.64 -0.68 0.31
N 1.34 -1.99 0.04
N 2.45 -0.24 1.18
H 2.98 -0.97 1.67
H 0.95 -0.21 -1.78
H 1.67 -2.70 0.67
H 0.49 -2.18 -0.46
C -1.77 1.42 0.05
C -1.84 -0.07 -0.17
O -1.14 -0.73 -0.91
O -2.95 -0.67 0.31
H -0.78 1.80 -0.15
H -2.02 1.67 1.08
H -2.48 1.90 -0.63
H -3.56 -0.04 0.72
*
```

As for the gap between HOMO and LUMO: 0.3532 hartree.

Löwdin atomic charge list, values in e, 6 entries:
1 H 0.05
2 N 0.10
3 C -0.22
4 C -0.47
5 N 0.12
6 N 0.10


Entry Q
An isolated molecule of C4H9N3O2, computed with wB97M-V/def2-TZVPD.

Structure (ORCA input):
```
! wB97M-V def2-TZVPD RIJCOSX def2/J DEFGRID3
* xyz 0 1
N 1.42 -1.89 -0.34
N 1.61 -0.55 -0.54
C 0.94 0.20 0.27
C 0.06 -0.38 1.26
C -1.26 -0.67 1.13
C -1.87 -0.79 -0.21
O -1.59 0.39 -0.98
N 1.19 1.46 0.21
O -0.02 2.30 -0.02
H 0.50 -2.27 -0.22
H 1.86 -2.34 -1.21
H 0.48 -0.09 2.22
H -2.01 -0.93 1.78
H -1.52 -1.77 -0.92
H -3.07 -0.90 -0.32
H -1.54 0.22 -1.89
H 1.88 1.50 -0.64
H -0.47 1.78 -0.75
*
```

As for the gap between HOMO and LUMO: 0.3038 hartree.

Löwdin atomic charge list, values in e, 6 entries:
1 N -0.03
2 N 0.01
3 C -0.52
4 C -0.01
5 C -0.06
6 C -0.24


Verdict on stability: entry P comes out on top.